1.
16
Properties=species:S:1:pos:R:3:forces:R:3 method="wB97M-V/def2-TZVPD" smiles="NCC(=O)O.O.O" homo_lumo_gap_ev=10.08
N -1.351 1.967 -0.557 0.39 -0.02 -0.26
C -0.639 0.984 -1.345 0.05 -0.24 -0.02
C 0.387 0.204 -0.543 -0.15 -0.05 0.32
O 0.936 0.601 0.448 0.02 0.02 -0.02
O 0.621 -1.000 -1.086 0.18 0.00 -0.21
H -2.052 1.529 0.027 -0.11 0.32 -0.20
H -1.734 2.662 -1.187 -0.34 -0.12 0.43
H -1.267 0.281 -1.900 -0.02 -0.13 0.10
H -0.053 1.496 -2.102 0.13 0.19 -0.16
H 1.448 -1.353 -0.694 -0.12 0.12 -0.05
O -2.949 -0.538 2.734 -0.14 -0.05 -0.30
H -2.987 0.031 1.956 0.08 0.06 0.18
H -3.343 -1.359 2.420 0.04 -0.03 0.15
O 3.191 -1.560 -0.143 0.28 -0.18 0.20
H 4.107 -1.559 -0.438 -0.13 -0.01 -0.17
H 3.252 -1.511 0.817 -0.17 0.12 0.01

2.
16
Properties=species:S:1:pos:R:3:forces:R:3 method="wB97M-V/def2-TZVPD" smiles="C=CC.C=NP" homo_lumo_gap_ev=10.10
C -0.894 -0.955 -1.181 0.03 -0.29 1.62
C -1.315 0.102 -0.469 -0.01 -0.43 1.05
C -1.489 0.131 1.077 1.76 -1.64 -1.05
H -0.626 -2.010 -0.926 -0.50 1.20 0.45
H -0.643 -0.691 -2.152 0.13 0.01 -2.08
H -1.485 0.966 -1.107 0.01 0.35 0.51
H -2.386 0.464 1.527 -1.13 0.68 -0.14
H -0.635 0.590 1.645 -0.63 -0.26 -0.88
H -1.438 -0.951 1.278 0.03 0.29 0.52
C 1.333 1.576 -0.064 0.54 -1.44 2.56
N 1.748 0.591 0.593 -0.80 1.21 1.24
P 2.383 -0.858 0.232 0.94 -1.81 0.17
H 1.402 1.613 -1.073 0.00 0.40 -3.39
H 0.875 2.323 0.512 -0.55 1.56 0.35
H 1.672 -1.214 -0.900 -0.15 -0.14 -0.99
H 1.499 -1.677 1.008 0.32 0.31 0.06

3.
14
Properties=species:S:1:pos:R:3:forces:R:3 method="wB97M-V/def2-TZVPD" total_charge=+2 homo_lumo_gap_ev=3.79
O -0.667 0.737 -5.745 1.07 1.12 -4.37
V -0.837 0.502 -4.305 1.74 -0.07 6.96
O 0.328 1.212 -3.449 -2.40 -1.05 -2.51
O -4.017 -2.890 1.753 1.55 2.93 1.43
V -3.250 -1.648 2.398 2.35 -4.18 -1.76
O -1.701 -2.047 2.320 -3.80 1.10 0.39
O -0.234 2.658 3.073 -0.05 -0.05 0.00
V 1.291 2.570 2.934 1.49 -3.82 -2.49
O 1.625 1.152 2.198 -1.00 3.82 2.11
O 1.013 -0.974 -1.651 -0.62 -0.21 1.61
V 1.144 -0.590 -0.097 5.99 -0.33 -2.82
O -0.260 -0.396 0.495 -2.92 0.52 1.19
Cl 2.768 1.532 -1.176 -1.49 -0.93 1.48
Cl 2.796 -1.818 1.252 -1.91 1.16 -1.22

4.
11
Properties=species:S:1:pos:R:3:forces:R:3 method="wB97M-V/def2-TZVPD" smiles="CC1=P#[PH]1.C#P" homo_lumo_gap_ev=8.19
C -0.639 1.372 -0.534 -0.64 0.56 -0.40
C 0.066 1.145 0.719 3.33 -0.28 1.06
P 1.680 1.317 1.271 -2.30 -0.03 -0.47
P -0.024 0.514 2.446 0.36 -0.25 0.29
H -1.341 0.597 -0.718 -0.27 -1.19 -0.53
H -0.026 1.614 -1.401 0.32 -0.48 0.11
H -1.328 2.200 -0.505 -0.24 0.82 0.61
H 0.399 -0.922 2.520 -0.56 0.82 -0.70
C 0.378 -2.744 -1.139 0.20 1.13 -1.33
P 0.467 -2.168 -2.571 -0.12 -0.69 1.10
H 0.366 -2.925 -0.089 -0.08 -0.39 0.25

Number 1: calculated total energy -11900.296 eV. Number 2: calculated total energy -15086.069 eV. Number 3: calculated total energy -144148.539 eV. Number 4: calculated total energy -31054.067 eV.